Entry 1
Entry from the OMol25 dataset: a 4-piece molecular cluster, C3H14O5 overall (ωB97M-V/def2-TZVPD).

The SMILES is OCCCO.O.O.O. The HOMO energy is -10.00 eV. As for the multiplicity: 1. The value obtained for the frontier orbital gap is 10.51 eV.

Cartesian coordinates (Å):
C: 0.09677 -1.15809 1.41625
O: 1.23806 -0.28190 1.61516
C: -0.58402 -0.72314 0.03238
C: -1.42404 -1.90268 -0.57572
O: -0.80746 -2.67628 -1.55357
H: 0.38832 -2.09211 1.77495
H: -0.71478 -0.75890 2.07819
H: 2.03514 -0.58208 1.12978
H: -1.36909 0.02071 0.19836
H: 0.22973 -0.24547 -0.67549
H: -1.82243 -2.57468 0.24450
H: -2.43038 -1.48831 -0.92194
H: -0.26357 -2.09642 -2.15020
H: 0.71791 1.72264 -0.18174
H: -0.26806 2.64667 -0.97126
O: 0.67628 2.49127 -0.76220
H: -1.12633 1.55964 0.92421
H: -1.20085 2.99921 1.09002
O: -1.69979 2.26465 0.62744
H: 3.15340 0.95972 -0.52608
H: 2.36769 1.35110 -1.55302
O: 2.80751 0.56447 -1.26002


Entry 2
Entry from the OMol25 dataset: a 5-piece molecular cluster, C3H14O5 overall (ωB97M-V/def2-TZVPD).

The SMILES is C/C=C/O.O.O.O.O. The HOMO energy is -8.19 eV. As for the multiplicity: 1. The value obtained for the frontier orbital gap is 8.34 eV.

Cartesian coordinates (Å):
C: 0.00812 -1.71119 0.93339
C: 0.54186 -1.73773 -0.46845
C: 0.82095 -2.81955 -1.20358
O: 1.45763 -2.71059 -2.44987
H: -0.92583 -2.15753 1.02295
H: 0.80833 -2.10978 1.54372
H: -0.14117 -0.74590 1.42836
H: 0.67699 -0.77707 -1.10060
H: 0.67566 -3.92094 -1.05540
H: 1.58749 -1.73616 -2.65290
H: -3.09180 1.87598 -0.62575
H: -2.26924 2.66470 -1.65968
O: -2.23778 1.94083 -1.02048
H: -2.15110 0.12451 3.01835
H: -2.12956 1.14038 2.04242
O: -1.50865 0.50632 2.50004
H: 2.10356 2.86332 2.04181
H: 2.87920 2.80856 0.85141
O: 2.44191 3.39908 1.36651
H: 0.81297 0.90714 -1.92491
H: -0.62108 1.06286 -1.45074
O: 0.26153 1.13275 -1.13659


Which structure is the least stable? The one labeled entry 2.


Entry 1
Entry from the OMol25 dataset: a 2-piece molecular cluster, C8H17N2 overall (ωB97M-V/def2-TZVPD).

The HOMO energy is -12.75 eV. As for the multiplicity: 1. The total charge is +1. The value obtained for the frontier orbital gap is 9.36 eV.

Cartesian coordinates (Å):
C: 1.58462 1.81059 -0.75087
C: 2.13590 2.66291 0.12943
C: 0.76846 2.78163 -0.22509
C: -1.31891 -3.40115 -0.36305
C: -0.49560 -0.84391 0.85690
C: -0.37952 4.64973 0.80054
C: 0.15195 -2.95090 -0.33835
C: 0.27748 -1.42369 -0.29123
N: 1.63021 -0.93309 -0.24779
N: -0.26414 3.43757 0.07980
H: 1.66212 0.72498 -1.17145
H: 2.93551 2.92145 0.81895
H: -2.04387 -3.14301 -1.18101
H: -1.25889 -4.38382 -0.30026
H: -1.78426 -2.99726 0.53336
H: 0.28335 -0.52619 1.60027
H: -0.89116 0.14356 0.65360
H: -1.26031 -1.47267 1.28037
H: -1.40472 4.59149 1.27744
H: 0.42003 4.76806 1.61246
H: -0.14810 5.63580 0.37949
H: 0.53621 -3.38414 0.70802
H: 0.68507 -3.35162 -1.19712
H: -0.12751 -1.11558 -1.21650
H: 2.21042 -1.54496 -0.79733
H: 2.04343 -0.92112 0.70625
H: -1.11803 3.09299 -0.49707


Entry 2
Entry from the OMol25 dataset: a 2-piece molecular cluster, C8H17N2 overall (ωB97M-V/def2-TZVPD).

The HOMO energy (alpha / beta) is -13.08 / -13.08 eV. As for the multiplicity: 1. The total charge is +1. The value obtained for the frontier orbital gap (alpha / beta) is 8.31 / 8.31 eV.

Cartesian coordinates (Å):
C: -3.95395 -0.91149 -0.36116
C: -3.04821 -0.28650 0.10155
C: 0.99271 1.07347 -1.36243
C: 1.10955 0.88320 1.04364
C: 2.05413 -0.93915 -0.42563
C: -0.50152 -1.74291 0.69710
C: -2.14586 0.58617 0.56410
C: 0.89173 0.10654 -0.23351
N: -2.26299 1.86262 0.10254
N: -0.33970 -0.67781 -0.24057
H: -4.61494 -1.29596 -1.05854
H: 1.82025 1.77785 -1.19515
H: 1.23543 0.63121 -2.29890
H: 0.12072 1.63504 -1.46355
H: 2.11862 1.07076 1.00669
H: 0.91691 0.23147 1.83500
H: 0.59757 1.78835 1.08231
H: 2.36337 -1.53880 0.39914
H: 1.74997 -1.50073 -1.26801
H: 2.83092 -0.42690 -0.84467
H: -1.14051 -1.58526 1.50820
H: -0.77827 -2.72591 0.22127
H: 0.40802 -1.93007 1.16586
H: -1.53593 0.30368 1.45760
H: -1.71300 2.65754 0.47725
H: -2.92669 2.08162 -0.64026
H: -0.45055 -1.15308 -1.11104


Which structure is the least stable? The one labeled entry 1.


Entry 1
Entry from the OMol25 dataset: a 2-piece molecular cluster, C6H8N2S overall (ωB97M-V/def2-TZVPD).

The HOMO energy (alpha / beta) is -8.23 / -7.21 eV. As for the multiplicity: 1. The value obtained for the frontier orbital gap (alpha / beta) is 8.20 / 7.37 eV.

Cartesian coordinates (Å):
C: -2.46702 -0.87193 -0.83961
C: -1.13879 -0.52678 -0.85976
C: -1.70995 -1.26370 1.14481
C: 1.57483 1.77581 -0.88376
C: 1.29743 2.02100 0.36617
C: 0.67439 -0.64777 0.75863
N: -2.77860 -1.16686 0.45230
N: -0.60745 -0.79370 0.41734
S: 1.99567 -1.08516 -0.32740
H: -3.33703 -0.55076 -1.39766
H: -0.56673 -0.04429 -1.63360
H: -1.48905 -1.61683 2.07790
H: 1.57182 2.52675 -1.66695
H: 2.06636 0.82807 -1.15364
H: 0.91032 2.72463 1.20297
H: 1.02922 -0.56941 1.80386
H: 2.97455 -0.73907 0.53841


Entry 2
Entry from the OMol25 dataset: a 2-piece molecular cluster, C6H8N2S overall (ωB97M-V/def2-TZVPD).

The HOMO energy (alpha / beta) is -7.18 / -8.66 eV. As for the multiplicity: 1. The value obtained for the frontier orbital gap (alpha / beta) is 7.40 / 8.36 eV.

Cartesian coordinates (Å):
C: -0.62589 -2.78800 -0.46037
C: 0.64655 -2.04199 -0.62112
C: -1.53382 -1.78959 -0.20782
C: -1.00636 1.98373 -0.41908
C: -1.38369 0.62794 0.03561
C: 2.43480 1.75662 1.39389
N: 0.41627 -0.74249 -0.47658
N: -0.90205 -0.56763 -0.27314
S: -2.72587 1.56038 -0.48366
H: -0.87379 -3.76339 -0.49861
H: 1.70281 -2.30895 -0.85748
H: -2.55758 -1.89562 -0.19871
H: -0.56012 2.78840 0.21650
H: -0.34676 1.93975 -1.37445
H: 2.38285 0.72301 1.64659
H: 2.22025 2.59125 2.12625
H: 2.71241 1.92658 0.45219


Which structure is the least stable? The one labeled entry 2.